Entry 1:
Computed, not measured: 12 unconnected molecules or ions with the total composition C23H70N2O23 at a distorted geometry, with ωB97M-V with the def2-TZVPD basis set.

As for the molar mass: 742.8 u. Its LUMO energy is 0.0186 Eh. For the energy above the lowest of the compared OMol25 structures with the same formula, charge and spin, the calculation gives 8.46 kcal/mol. The total energy is -2758.2432 Ha. As for the HOMO-LUMO gap: 10.13 eV.

Structure (ORCA input):
```
! RIJCOSX wB97M-V def2-TZVPD def2/J DEFGRID3
* xyz 0 1
C -1.21814 -4.62439 -2.48052
C -0.09593 -4.69177 -1.43120
O -0.36306 -4.58005 -0.07334
O -1.49821 -3.28082 -2.87020
H -2.12290 -5.12359 -2.04328
H -0.77787 -5.15095 -3.30540
H 0.64757 -3.98720 -1.79369
H 0.29263 -5.72181 -1.60001
H -0.40060 -3.63744 0.11343
H -2.42145 -3.03623 -2.74005
C 0.67995 4.06755 1.20226
C 1.29870 3.30872 2.33885
O 2.32509 4.08825 2.91891
O -0.11550 5.15429 1.64781
H 0.03431 3.34887 0.63087
H 1.41942 4.42040 0.56022
H 1.69370 2.36420 2.01755
H 0.58794 2.96775 3.06915
H 2.69433 3.63004 3.64741
H 0.36582 5.72745 2.29428
C -2.34920 -0.68345 2.99084
C -2.94512 -1.77662 3.80299
O -1.86597 -2.46783 4.55378
O -1.82150 0.39077 3.72872
H -3.03677 -0.21050 2.33758
H -1.59203 -1.10883 2.34768
H -3.47175 -2.51685 3.11632
H -3.52675 -1.39229 4.59757
H -1.14560 -2.63436 3.94735
H -1.49774 0.04347 4.53850
C 2.03709 -2.61770 -3.39951
C 2.88587 -1.64103 -4.23199
O 2.53942 -0.29924 -3.95464
O 2.04207 -2.38349 -2.02658
H 2.39133 -3.60196 -3.58185
H 1.02695 -2.55101 -3.75700
H 2.59328 -1.76329 -5.29807
H 3.93900 -1.97735 -4.04600
H 3.15244 0.06373 -3.25372
H 2.42141 -1.47737 -1.83013
C 4.00223 0.71701 -0.62689
C 3.75130 -0.00677 0.67223
O 4.90539 -0.64854 1.13929
O 4.29487 -0.22880 -1.67628
H 4.85808 1.41071 -0.45054
H 3.14097 1.33519 -0.96377
H 2.89080 -0.71415 0.53812
H 3.53982 0.71140 1.51175
H 4.54490 -1.39130 1.66339
H 5.14634 -0.64670 -1.42663
C 1.48756 -3.92559 2.41459
C 2.78359 -3.57958 1.73080
O 3.54596 -2.66554 2.49819
O 0.81041 -2.77240 2.77386
H 1.73177 -4.51668 3.25446
H 0.94173 -4.56756 1.73679
H 2.65790 -3.04536 0.72316
H 3.46194 -4.40729 1.49079
H 3.80555 -3.03801 3.36460
H 0.34622 -2.47774 1.98000
C -0.93839 4.50761 -2.55545
C -1.29355 3.06021 -2.29627
O -0.07306 2.22565 -2.14164
O -0.39432 4.76817 -3.81686
H -0.37676 4.96188 -1.75645
H -1.91125 4.99900 -2.60091
H -1.91535 2.60958 -3.08178
H -1.74725 2.95222 -1.29748
H 0.25748 2.09376 -3.05194
H 0.45358 4.37297 -3.96981
C -4.01570 -1.97498 -0.63800
C -4.85359 -0.79177 -0.11128
O -3.90957 0.26863 -0.02783
O -3.53353 -1.64366 -1.93628
H -4.70977 -2.89064 -0.65842
H -3.19108 -2.10420 0.01453
H -5.30815 -1.10713 0.90082
H -5.62350 -0.53788 -0.81060
H -4.38705 1.06930 0.29258
H -2.71425 -1.18374 -1.75540
C -4.85439 3.16305 2.10883
C -3.35167 3.22637 2.27158
O -2.94656 4.39033 1.55431
O -5.27838 3.05836 0.72915
H -5.32413 4.12126 2.49342
H -5.18571 2.31056 2.67332
H -2.90518 2.23191 2.03803
H -3.26413 3.34586 3.38327
H -1.99137 4.49987 1.60534
H -4.85156 3.66521 0.14844
C 2.73484 1.46983 5.25586
C 1.93435 0.35779 4.60034
O 2.84871 -0.46624 3.89761
O 3.53351 2.13679 4.25578
H 3.28468 1.07455 6.13400
H 2.06929 2.27131 5.57933
H 1.17047 0.61081 3.93497
H 1.47080 -0.22456 5.38209
H 2.40140 -1.16362 3.34182
H 3.95905 1.47373 3.71440
C 0.12727 1.48250 -5.79692
C -0.35246 0.05409 -5.72296
O -0.86796 -0.11023 -4.38038
O 0.98516 1.87112 -4.66141
H -0.72216 2.16563 -5.76716
H 0.60790 1.55311 -6.77066
H 0.50583 -0.57817 -5.80201
H -1.07968 -0.05911 -6.46714
H -1.40030 -0.91639 -4.31290
H 1.69274 1.22816 -4.57902
C -0.25233 -0.86580 -0.26498
O -0.36593 -1.90233 0.36430
N -0.70417 -0.91547 -1.55352
N 0.34307 0.21594 0.20860
H -0.65920 -0.08764 -2.20133
H -0.87195 -1.85656 -1.91649
H 0.21277 0.99517 -0.42284
H 0.08289 0.33745 1.21063
*
```

---

Entry 2:
Computed, not measured: 14 unconnected molecules or ions with the total composition C23H77N25O14 at a distorted geometry, with ωB97M-V with the def2-TZVPD basis set.

As for the molar mass: 928.0 u. Its LUMO energy (alpha / beta) is 0.0689 / 0.0687 Eh. For the energy above the lowest of the compared OMol25 structures with the same formula, charge and spin, the calculation gives 18.14 kcal/mol. The total energy is -3344.9893 Ha. As for the HOMO-LUMO gap (alpha / beta): 2.21 / 8.86 eV.

Structure (ORCA input):
```
! RIJCOSX wB97M-V def2-TZVPD def2/J DEFGRID3
* xyz -1 2
C -0.23612 1.52923 0.39574
C 0.63773 0.24122 0.40347
C -0.15775 -0.92546 -0.23395
O -1.37940 -1.18374 0.47722
C -1.67826 -2.59831 0.60363
N 1.82292 0.57272 -0.38342
H -0.59328 1.75324 -0.60943
H 0.36059 2.22315 0.98778
H -1.12700 1.37157 1.00367
H 0.94320 -0.05412 1.40725
H 0.36784 -1.87880 -0.28878
H -0.42971 -0.68926 -1.26271
H -2.65334 -2.65395 1.08760
H -0.99115 -3.13512 1.25771
H -1.91070 -3.12136 -0.32399
H 1.64539 0.84540 -1.33958
H 2.27986 -0.32739 -0.41643
C -3.43374 -4.29589 -6.37482
C -4.36491 -4.60790 -5.12133
C -4.05348 -3.59357 -3.96664
O -2.59339 -3.63805 -3.67328
C -2.24459 -4.74796 -2.88616
N -5.77550 -4.52705 -5.53690
H -3.65639 -3.42722 -6.99445
H -3.55341 -5.16350 -7.02370
H -2.37680 -4.32229 -6.10972
H -4.20649 -5.59225 -4.68080
H -4.67280 -3.85183 -3.10766
H -4.22252 -2.57485 -4.31555
H -1.18138 -4.66560 -2.66054
H -2.30282 -5.73220 -3.35089
H -2.79880 -4.66611 -1.95114
H -6.26114 -5.27090 -5.05632
H -5.92515 -4.63238 -6.53018
C 2.82523 -3.98588 1.05976
C 3.07282 -2.74076 0.27769
C 4.49619 -2.14374 0.27704
O 4.75784 -1.41116 1.49201
C 5.63433 -0.27400 1.35899
N 2.68538 -3.14546 -1.06284
H 1.79119 -4.01651 1.40314
H 3.46217 -3.90481 1.94058
H 3.14932 -4.82473 0.44381
H 2.35822 -2.06929 0.75369
H 4.52517 -1.37701 -0.49717
H 5.27221 -2.87723 0.05824
H 5.03440 0.60713 1.13142
H 6.37078 -0.24797 0.55583
H 6.03106 -0.10728 2.36044
H 3.35530 -3.87144 -1.27321
H 2.89904 -2.33129 -1.62104
C 1.69974 4.92495 -1.77620
O 1.85513 5.69502 -2.70250
N 1.04083 3.86372 -1.79663
N 1.98838 5.20593 -0.53271
H 1.08487 3.27132 -0.97981
H 0.47441 3.60133 -2.59063
H 2.32010 6.13638 -0.32218
H 2.06118 4.48517 0.17107
C 3.75179 3.11491 1.96673
O 2.96837 2.59437 2.78301
N 3.80211 2.83908 0.72594
N 4.71793 3.99711 2.18655
H 4.53498 2.98206 0.04583
H 3.04725 2.25971 0.38738
H 4.77862 4.40045 3.11053
H 5.24844 4.40506 1.43009
C 3.22608 -1.18632 5.03993
O 3.06682 -1.66615 6.17632
N 2.53868 -0.27157 4.44543
N 4.18187 -1.58470 4.28772
H 1.89641 0.19096 5.07284
H 2.70279 0.16068 3.54747
H 4.33259 -1.28840 3.33400
H 4.97366 -1.95464 4.79399
C -5.03106 -4.58257 1.70992
O -5.84475 -3.97982 0.96941
N -4.81073 -5.86837 1.74825
N -4.29894 -3.97991 2.67869
H -5.21485 -6.45275 1.03042
H -4.22063 -6.29554 2.44783
H -3.66084 -4.49208 3.27081
H -4.35247 -2.97909 2.80359
C -0.42636 5.00261 2.09616
O -1.10945 4.01635 1.93417
N -0.83809 6.20327 1.98481
N 0.83027 4.87563 2.27136
H -0.24397 7.00681 2.13125
H -1.83073 6.32834 1.84652
H 1.28296 5.77591 2.33956
H 1.26831 3.96668 2.31654
C -4.54559 1.73214 0.10375
O -4.50411 2.93287 -0.05739
N -3.56539 0.82911 0.03357
N -5.64521 1.17204 0.30748
H -3.83432 -0.12834 0.20981
H -2.65642 1.16654 -0.24933
H -6.50089 1.69598 0.19176
H -5.79983 0.37786 0.91202
C -1.10278 1.58581 4.45073
O -1.06084 0.85216 5.41243
N -0.04163 2.13810 3.90461
N -2.21101 1.96456 3.81077
H 0.89489 2.02429 4.26530
H -0.22948 2.71039 3.09388
H -2.25097 2.37052 2.88681
H -2.93011 1.33142 4.13036
C -2.38310 5.67219 -1.46820
O -1.67749 6.62927 -1.65839
N -2.10980 4.36795 -1.52141
N -3.52518 5.79630 -0.92952
H -2.79197 3.66916 -1.26366
H -1.23191 4.02298 -1.88253
H -3.76330 6.76847 -0.79432
H -3.99176 4.97235 -0.57808
C -0.57147 1.27356 -4.31542
O -0.57269 2.40686 -3.91436
N 0.49142 0.52963 -4.55082
N -1.70451 0.68066 -4.61905
H 0.34016 -0.37967 -4.96363
H 1.42416 0.80293 -4.27623
H -1.73048 -0.13451 -5.21481
H -2.50895 1.24044 -4.37490
C -0.12085 -3.62664 4.64204
O -1.27641 -4.03851 4.40536
N 0.38729 -2.70626 3.90413
N 0.71900 -3.95153 5.56786
H 1.36338 -2.55643 4.11600
H -0.07834 -2.52884 3.02560
H 1.37108 -3.24494 5.87711
H 0.66871 -4.85281 6.02093
C 3.95638 1.60413 -3.68767
O 3.10633 0.65319 -3.74933
N 3.69214 2.78808 -3.31411
N 5.22105 1.46269 -3.92938
H 4.35193 3.54654 -3.21657
H 2.69653 2.95626 -3.33797
H 5.58273 0.52636 -3.81727
H 5.86034 2.23447 -4.05493
*
```